{
  "formula": "C20H49BeClIN10O11PS",
  "method": "ωB97M-V/def2-TZVPD",
  "e_homo_ev": -6.56,
  "orbital_gap_ev": 1.1,
  "fmax_ev_per_a": 8.39,
  "e_tot_ev": -100084.778,
  "elements": ["C", "C", "N", "C", "N", "I", "N", "C", "C", "H", "H", "H", "H", "H", "H", "H", "H", "H", "N", "O", "O", "O", "Be", "C", "O", "N", "N", "H", "H", "H", "H", "C", "N", "O", "O", "H", "H", "H", "C", "C", "O", "C", "H", "H", "H", "H", "H", "H", "O", "P", "N", "C", "C", "N", "C", "C", "N", "C", "C", "H", "H", "H", "H", "H", "H", "H", "H", "H", "H", "H", "H", "H", "H", "H", "H", "H", "H", "C", "C", "O", "O", "H", "H", "H", "Cl", "C", "S", "O", "C", "H", "H", "H", "H", "H", "H"],
  "coordinates": [[1.55983, 4.33277, 4.39522], [1.68228, 4.70837, 3.03663], [1.06851, 4.02177, 1.89307], [1.92870, 3.04531, 1.33030], [2.87329, 3.52512, 0.32455], [1.67982, 3.93340, -1.36049], [1.89821, 1.77503, 1.62715], [0.94433, 1.22330, 2.60180], [1.12570, 1.21795, 3.97770], [2.47278, 3.95679, 4.93792], [0.61126, 4.40134, 4.99738], [2.26536, 5.65078, 2.81991], [0.13076, 3.65614, 2.08869], [3.44627, 2.73145, 0.00261], [2.55091, 1.14212, 1.15029], [-0.01340, 0.71089, 2.16247], [0.20163, 1.32070, 4.60248], [2.09370, 1.06653, 4.51989], [-0.89883, 1.51763, -0.61479], [0.12882, 0.86382, -0.54840], [-1.19320, 2.35359, 0.27003], [-1.68889, 1.40255, -1.61111], [-1.39693, 3.21822, -1.57921], [-4.05226, -0.35836, -5.14104], [-4.88800, -0.75774, -5.93733], [-4.30334, 0.64968, -4.26000], [-2.80236, -0.88280, -5.06402], [-3.63253, 0.99120, -3.59841], [-5.21825, 1.06316, -4.28570], [-2.57928, -1.62910, -5.69763], [-2.10284, -0.56734, -4.41806], [3.59213, 6.91718, -4.59504], [2.15701, 6.72249, -4.92669], [1.67584, 5.62282, -4.72157], [1.56564, 7.67650, -5.37989], [3.98916, 5.98528, -4.20182], [4.10504, 7.19959, -5.51194], [3.65189, 7.70804, -3.85018], [-1.87433, 3.39499, 8.28887], [-1.86262, 4.56245, 7.33951], [-0.92934, 4.75430, 6.58672], [-3.05308, 5.48302, 7.35919], [-0.95663, 2.81917, 8.16542], [-1.92749, 3.75358, 9.31860], [-2.72592, 2.74776, 8.07156], [-3.15821, 5.93371, 8.34783], [-3.95652, 4.92756, 7.10111], [-2.90843, 6.27698, 6.62582], [-0.94773, -3.92311, 0.18614], [0.41473, -3.84731, 0.88805], [1.25865, -3.40003, -0.56126], [2.59277, -3.77856, -0.98726], [0.90627, -2.08321, -1.08833], [0.53057, -5.55574, 1.12771], [1.62059, -6.39365, 0.66384], [-0.70952, -6.33047, 1.05449], [1.88971, -3.66255, 1.85930], [1.71564, -4.15728, 3.25214], [2.31153, -2.25256, 2.02498], [3.39494, -3.32766, -0.38790], [2.76767, -3.47697, -2.02450], [2.74281, -4.85320, -0.99855], [1.32322, -1.27108, -0.48075], [-0.17647, -1.94896, -1.11150], [1.25150, -1.94638, -2.11641], [1.54878, -6.59541, -0.41122], [1.60883, -7.35948, 1.17973], [2.59837, -5.96851, 0.89599], [-1.02292, -6.49422, 0.01849], [-1.51533, -5.83128, 1.59169], [-0.59152, -7.30771, 1.53001], [0.90236, -3.63187, 3.76255], [2.63650, -4.01803, 3.82495], [1.50311, -5.22307, 3.29363], [1.49000, -1.62658, 2.38872], [2.68308, -1.82257, 1.09452], [3.14416, -2.17522, 2.72832], [-4.34639, -7.95451, 0.09388], [-3.96856, -9.13084, 0.97743], [-2.82822, -9.61633, 0.79469], [-4.83868, -9.49389, 1.79992], [-3.53593, -7.69947, -0.59407], [-5.23416, -8.20040, -0.49270], [-4.56266, -7.08118, 0.71295], [-1.74098, 0.80000, 3.11128], [-0.15786, 3.85647, -7.29873], [-0.70202, 2.13672, -7.30598], [-0.51786, 1.60533, -5.92104], [0.66251, 1.51475, -8.30817], [-0.85128, 4.43525, -6.68918], [0.84436, 3.92677, -6.87333], [-0.16233, 4.24574, -8.31777], [1.61310, 1.73363, -7.81930], [0.63055, 1.97871, -9.29485], [0.54789, 0.43622, -8.41201]]
}